Density functional theory data (ωB97M-V/def2-TZVPD) for one molecule with the formula C19H30N2O3.

Results
Kohn-Sham gap   0.331 Eh
Total energy   -29310.7170 eV
Highest occupied orbital energy   -8.25 eV
Lowest unoccupied orbital energy   0.7 eV
Energy relative to the best compared isomer or geometry (same formula, charge and spin)   3.4207 eV

Atoms and positions in Å:
H1 6.367 -2.068 -1.256
H2 -0.562 4.552 -0.547
H3 3.793 -0.919 -2.543
C1 1.354 0.434 2.388
H4 4.886 0.780 0.636
H5 -1.093 2.419 -1.371
H6 4.494 -1.732 0.364
H7 -6.748 0.270 -0.824
H8 4.216 1.017 -0.985
C2 -2.370 -3.990 -0.319
N1 2.847 0.559 0.483
C3 2.664 -0.059 1.779
C4 -2.192 -1.370 0.719
H9 -1.183 1.407 2.409
H10 1.429 1.515 2.589
H11 -5.757 0.750 -2.231
O1 -0.034 4.193 -1.269
H12 -6.718 1.969 -1.357
C5 4.562 -1.032 -0.461
C6 -3.201 -1.769 -0.141
C7 4.167 0.387 -0.091
C8 -3.131 0.839 0.796
H13 1.184 -0.078 3.339
H14 -0.383 0.349 -0.445
C9 -2.159 -0.058 1.186
N2 0.258 0.116 1.495
H15 -0.217 2.638 0.936
H16 1.447 2.621 0.327
C10 1.758 0.177 -0.392
H17 0.566 2.439 -2.009
H18 3.988 -2.607 -1.931
C11 4.274 -1.570 -1.830
H19 -1.410 -2.041 1.034
O2 -3.330 -3.022 -0.664
H20 -1.366 -3.692 -0.638
C12 5.683 -1.252 -1.432
C13 0.441 0.713 0.179
C14 -6.124 1.063 -1.248
H21 -2.365 -4.185 0.758
H22 6.150 -0.383 -1.870
C15 -0.071 2.786 -1.193
H23 -3.127 1.859 1.146
H24 3.499 0.219 2.427
C16 -1.042 0.357 2.102
H25 -1.081 -0.254 3.012
C17 -4.189 -0.862 -0.533
H26 1.929 0.611 -1.378
H27 -2.662 -4.896 -0.848
H28 1.680 -0.918 -0.498
C18 -4.157 0.440 -0.066
H29 -4.954 -1.220 -1.201
C19 0.436 2.254 0.147
O3 -5.065 1.402 -0.386
H30 2.619 -1.160 1.710